No. 1
67
Properties=species:S:1:pos:R:3 method="wB97M-V/def2-TZVPD" smiles="C#CC[C@@](CC(=O)OC(C)=O)(Cc1ccc(C)cc1)OC(=O)C[C@@H](O)C(F)(F)F.COP(=O)(OC)OC" lumo_ha=-0.1136 max_force_ev_per_a=10.65 homo_energy_ev=-8.601 molar_mass_g_mol=554.45 homo_lumo_gap_ev=5.509 energy_ev=-62229.558
C 1.79776 3.00849 1.59724
H -5.89986 1.12784 1.10576
C -5.41498 1.81538 -1.20109
H -0.08108 -5.42104 3.64637
H 0.62452 -1.98849 -2.59224
C 1.99424 -3.11964 0.43159
H 0.19860 0.71440 3.36258
H -4.41390 2.62445 -3.30594
C 0.31594 -4.88066 2.78319
O 2.54697 0.54907 -4.20257
O -0.26050 -5.37942 -0.96869
O 0.70834 -3.68325 0.26786
C -2.52229 -1.47847 2.21939
H 1.59481 4.87359 0.30396
C -2.68428 2.63097 -1.48241
H 2.35750 -2.22186 -3.30255
P 0.68129 -5.41272 0.23684
H 1.98416 -2.46686 1.30770
C 4.19633 5.54285 -0.69391
F 3.05654 5.68473 -1.63263
H 2.60260 -7.41656 -0.39612
H -1.34704 1.77706 3.03179
C -3.55752 1.83287 1.06225
O 0.65429 -7.14230 0.20572
C -0.67026 0.90163 2.59094
C -5.05552 1.54294 0.40857
H -0.24560 3.18359 -0.29256
H 2.75641 -3.89146 0.57073
O 1.68136 3.57834 2.80075
H 0.02344 -3.83040 2.86717
H 2.23854 -2.52627 -0.45284
C 2.35658 3.95528 0.34473
C -2.33063 2.36622 0.11596
O 4.77779 3.26331 0.16994
O -0.23338 -5.43056 1.60521
H 0.37481 -0.89763 0.48078
H 1.82552 -8.80996 0.39667
C 0.00840 0.13928 0.01760
H -1.06387 -0.06316 -0.40886
H 2.33085 -7.40797 1.37255
C -4.17925 2.39826 -2.15796
H -1.84693 3.04806 -2.19616
H -3.39698 1.61451 2.22488
F 5.38139 5.16038 -1.54784
H 0.80156 -1.96514 -4.47474
C -0.78492 2.69713 0.65515
H -7.00362 1.17838 -2.85895
H -7.57216 0.82379 -1.01563
H -3.37605 -2.28675 2.01088
C -6.94421 1.52824 -1.72487
H 2.16197 3.34546 -0.66237
O 1.45694 1.58587 1.46088
H 4.09866 4.86472 1.57523
H 4.48344 2.86809 -0.72593
C -1.52440 -0.49229 2.47929
O 2.41839 0.28138 -1.10851
C 1.55577 0.01924 -3.48215
C 3.92016 4.41503 0.51000
O 0.62194 0.80874 -2.61230
H -0.94288 3.51470 1.51075
C 1.33204 -1.63806 -3.46725
F 4.49844 6.89508 -0.16950
C 1.92602 -7.72157 0.40667
H -7.50733 2.57857 -1.70024
C 1.07226 0.42529 -1.23746
H 1.40650 -4.95930 2.78660
C 0.03637 1.36855 1.15011

---

No. 2
67
Properties=species:S:1:pos:R:3 method="wB97M-V/def2-TZVPD" lumo_ha=-0.0376 max_force_ev_per_a=0.67 homo_energy_ev=-10.001 molar_mass_g_mol=671.38 homo_lumo_gap_ev=8.978 energy_ev=-72997.325
C 3.42116 -5.74588 4.71610
O -0.21830 5.83283 1.97385
C -3.49651 -6.92808 0.19757
H 6.37901 -6.36306 5.79074
C 3.87680 10.02619 -3.48547
H 3.23787 10.49756 -2.74121
C 1.28626 -5.95184 3.84387
H -3.98163 -6.82490 -4.62684
C -4.98051 -6.79280 -4.19672
H 2.14188 4.85863 -2.94390
H 0.55036 4.23147 0.42992
H 1.12035 6.20012 -2.39157
O -2.61848 5.31405 2.29787
C -1.48193 -2.83363 -0.12001
H -5.32731 -5.76297 -4.14128
O -0.58069 -3.16258 0.94208
H -1.54109 5.04242 -0.61139
H -2.26695 -2.16903 0.23631
H 2.20609 -2.06747 3.85085
O 1.73116 8.48922 -3.56395
H -2.04905 3.38110 -0.92945
O -0.07790 -0.96836 1.13317
C 1.61120 -1.54657 3.10603
C 1.83016 5.87640 -3.14907
O 3.29014 -4.55494 4.84211
O -4.30016 -7.46173 -0.85724
C -0.29406 3.55034 0.34813
H 0.11089 2.56471 0.12254
O 3.96474 8.61880 -3.25639
H 1.37797 5.92221 -4.13617
H -2.78087 4.20003 -4.14561
O -4.99084 -7.39845 -2.90089
C 5.57486 -5.66547 5.57754
H -3.67881 -7.55901 1.06202
H 5.91132 -4.92597 4.85365
O 0.85442 -2.56003 2.43533
O 3.01156 6.68788 -3.09833
C -2.32199 4.68455 -3.28662
H 4.88914 10.40878 -3.39563
H 0.94805 -0.83354 3.59208
I -2.52337 2.15587 1.77165
H 3.49360 10.22994 -4.48345
C 0.05342 -2.11645 1.47098
H -2.22548 5.74236 -3.52824
H 0.81664 -5.47360 4.70131
N -0.95031 3.47172 1.66683
C -0.93997 4.10089 -3.16212
S -1.24938 4.93523 2.35610
C 2.79629 7.97846 -3.32962
C -1.18337 4.02360 -0.78009
F -0.97352 4.52335 3.83040
H 5.26381 -5.17045 6.49530
O -0.34343 3.99632 -1.94902
H -1.91852 -3.77208 -0.45065
H -0.94867 -2.36966 -0.94698
H -2.97453 4.54831 -2.43203
O -3.51128 -5.83744 -2.21361
O 2.50983 -6.58496 4.22979
H -3.78928 -5.90405 0.42258
O 4.50607 -6.44774 5.03940
C -4.20033 -6.80390 -2.01110
H -2.44145 -6.96308 -0.06749
O -0.30986 3.78723 -4.13053
H -5.66221 -7.37796 -4.80611
H 0.63773 -6.73605 3.46499
H 1.46479 -5.21552 3.06286
H 2.26448 -1.03136 2.40481

---

No. 3
11
Properties=species:S:1:pos:R:3 method="wB97M-V/def2-TZVPD" smiles="CNNC=O" e_above_lowest_kcal_mol=41.71 lumo_ha=0.0352 max_force_ev_per_a=1.67 homo_energy_ev=-9.871 molar_mass_g_mol=74.08 homo_lumo_gap_ev=10.830 energy_ev=-7197.979
O 2.32620 -0.24283 0.09974
H 0.24446 0.30927 1.42339
H -1.78572 -1.47773 -0.36123
H -1.39592 1.49578 -0.01472
H -2.26552 -0.57812 1.06370
C -2.08572 -0.47145 0.00500
H -3.03202 -0.24246 -0.51856
N 0.13226 0.21224 0.40382
H 1.00751 -0.03874 -1.42692
C 1.25253 -0.01623 -0.35520
N -1.04415 0.55929 -0.24130

---

No. 4
33
Properties=species:S:1:pos:R:3 method="wB97M-V/def2-TZVPD" charge=+1 e_above_lowest_kcal_mol=0.00 lumo_ha=-0.1049 max_force_ev_per_a=3.50 homo_energy_ev=-11.183 molar_mass_g_mol=220.72 homo_lumo_gap_ev=8.329 energy_ev=-28674.805
O 4.18348 -3.01623 2.89266
H -2.44596 3.20069 -0.45121
H -0.52986 -0.16207 -1.95568
C -2.30908 4.03282 -3.13309
H 0.78007 -3.10022 2.23333
H -2.92122 3.78220 -4.00153
H 1.50410 -2.43565 3.70097
C -1.02098 0.79827 -2.03734
H -2.12138 2.14665 1.76446
C 3.47152 -2.97798 1.93645
C 1.24308 -2.21810 2.66976
C 3.87035 -3.60118 0.62925
C -1.59467 0.59099 0.37158
H -0.56778 0.50264 0.72909
H -3.01792 4.54165 -2.48521
H -0.95070 1.78926 -4.04687
N 2.45811 -1.87855 1.85738
C -2.50120 1.16352 1.46181
N -1.93317 2.78316 -2.49243
N -1.66579 1.27503 -0.89796
H 3.16056 -4.35367 0.28922
H -1.86870 -0.45710 0.23669
H 2.25768 -1.89308 0.83892
H -1.42739 4.57969 -3.45006
H -2.64780 0.54647 2.33883
H 2.81610 -0.92758 1.96365
H -3.43837 1.49698 1.00633
Cl 1.05584 -2.17433 -1.05689
H 4.86312 -3.98846 0.85126
C -2.09710 2.50746 -1.20006
H 4.03381 -2.88483 -0.17771
C -1.17743 1.72596 -2.99482
H 0.53870 -1.39440 2.60923

---

Copy entry 2 word for word.
67
Properties=species:S:1:pos:R:3 method="wB97M-V/def2-TZVPD" lumo_ha=-0.0376 max_force_ev_per_a=0.67 homo_energy_ev=-10.001 molar_mass_g_mol=671.38 homo_lumo_gap_ev=8.978 energy_ev=-72997.325
C 3.42116 -5.74588 4.71610
O -0.21830 5.83283 1.97385
C -3.49651 -6.92808 0.19757
H 6.37901 -6.36306 5.79074
C 3.87680 10.02619 -3.48547
H 3.23787 10.49756 -2.74121
C 1.28626 -5.95184 3.84387
H -3.98163 -6.82490 -4.62684
C -4.98051 -6.79280 -4.19672
H 2.14188 4.85863 -2.94390
H 0.55036 4.23147 0.42992
H 1.12035 6.20012 -2.39157
O -2.61848 5.31405 2.29787
C -1.48193 -2.83363 -0.12001
H -5.32731 -5.76297 -4.14128
O -0.58069 -3.16258 0.94208
H -1.54109 5.04242 -0.61139
H -2.26695 -2.16903 0.23631
H 2.20609 -2.06747 3.85085
O 1.73116 8.48922 -3.56395
H -2.04905 3.38110 -0.92945
O -0.07790 -0.96836 1.13317
C 1.61120 -1.54657 3.10603
C 1.83016 5.87640 -3.14907
O 3.29014 -4.55494 4.84211
O -4.30016 -7.46173 -0.85724
C -0.29406 3.55034 0.34813
H 0.11089 2.56471 0.12254
O 3.96474 8.61880 -3.25639
H 1.37797 5.92221 -4.13617
H -2.78087 4.20003 -4.14561
O -4.99084 -7.39845 -2.90089
C 5.57486 -5.66547 5.57754
H -3.67881 -7.55901 1.06202
H 5.91132 -4.92597 4.85365
O 0.85442 -2.56003 2.43533
O 3.01156 6.68788 -3.09833
C -2.32199 4.68455 -3.28662
H 4.88914 10.40878 -3.39563
H 0.94805 -0.83354 3.59208
I -2.52337 2.15587 1.77165
H 3.49360 10.22994 -4.48345
C 0.05342 -2.11645 1.47098
H -2.22548 5.74236 -3.52824
H 0.81664 -5.47360 4.70131
N -0.95031 3.47172 1.66683
C -0.93997 4.10089 -3.16212
S -1.24938 4.93523 2.35610
C 2.79629 7.97846 -3.32962
C -1.18337 4.02360 -0.78009
F -0.97352 4.52335 3.83040
H 5.26381 -5.17045 6.49530
O -0.34343 3.99632 -1.94902
H -1.91852 -3.77208 -0.45065
H -0.94867 -2.36966 -0.94698
H -2.97453 4.54831 -2.43203
O -3.51128 -5.83744 -2.21361
O 2.50983 -6.58496 4.22979
H -3.78928 -5.90405 0.42258
O 4.50607 -6.44774 5.03940
C -4.20033 -6.80390 -2.01110
H -2.44145 -6.96308 -0.06749
O -0.30986 3.78723 -4.13053
H -5.66221 -7.37796 -4.80611
H 0.63773 -6.73605 3.46499
H 1.46479 -5.21552 3.06286
H 2.26448 -1.03136 2.40481